--- P ---
{"formula": "H2N2O2", "method": "ωB97M-V with the def2-TZVPD basis set", "species": ["N", "N", "O", "O", "H", "H"], "positions_angstrom": [[0.3678, -1.2311, 1.2402], [-0.2813, 0.2636, -0.9556], [-0.5771, -1.0200, 2.0671], [0.4377, -0.0962, -1.9351], [-1.1892, -0.2969, 1.7926], [1.3054, 0.3851, -1.9869]], "lowdin_charge": [0.032, -0.036, -0.083, -0.119, 0.099, 0.106], "gap_ev": 7.978, "total_charge": 0, "homo_energy_ev": -8.32}



--- Q ---
{"formula": "H2N2O2", "method": "ωB97M-V with the def2-TZVPD basis set", "species": ["N", "N", "O", "O", "H", "H"], "positions_angstrom": [[0.9166, -0.1371, -0.3080], [-0.7798, -0.1076, -0.0257], [-1.1466, 0.9965, 0.0760], [-1.2295, -1.2045, 0.0269], [1.1320, 0.8651, -0.4242], [1.1073, -0.4124, 0.6549]], "lowdin_charge": [0.115, -0.420, 0.102, 0.104, 0.055, 0.044], "gap_ev": 11.305, "total_charge": 0, "homo_energy_ev": -10.85}



Bottom line: Q, by a margin of 0.1766 hartree.



--- P ---
{"formula": "C6H7N2O2", "method": "ωB97M-V with the def2-TZVPD basis set", "species": ["O", "N", "C", "C", "C", "C", "C", "C", "N", "O", "H", "H", "H", "H", "H", "H", "H"], "positions_angstrom": [[-3.6187, 0.4331, 0.6784], [-2.5866, 0.3399, 0.1004], [-1.4248, 0.9434, 0.2329], [-0.4046, 1.3273, -0.7144], [0.8372, 0.9390, -0.7370], [1.5151, -0.0464, 0.1632], [0.7437, -1.1021, 0.5204], [-0.6559, -1.2228, 0.2876], [-1.2262, -1.2895, -0.9002], [-2.5313, -0.9566, -0.9206], [-1.0398, 1.2119, 1.1635], [-0.8819, 2.1171, -1.3931], [1.5401, 1.3045, -1.4721], [2.4393, -0.0899, 0.5428], [1.1623, -1.7260, 1.1889], [-1.2056, -1.1798, 1.1773], [-0.8738, -1.2290, -1.8984]], "lowdin_charge": [0.202, -0.130, -0.085, -0.077, -0.053, 0.059, -0.010, -0.013, 0.040, 0.043, 0.155, 0.170, 0.127, 0.090, 0.094, 0.153, 0.235], "gap_ev": [7.944, 7.944], "total_charge": 1, "homo_energy_ev": [-13.93, -13.93]}



--- Q ---
{"formula": "C6H7N2O2", "method": "ωB97M-V with the def2-TZVPD basis set", "species": ["C", "C", "C", "C", "C", "C", "N", "N", "O", "O", "H", "H", "H", "H", "H", "H", "H"], "positions_angstrom": [[0.3627, 1.9943, 0.0116], [-0.9385, 1.5955, 0.1056], [1.4208, 1.1259, -0.0518], [-0.1237, -0.7244, 0.1721], [-1.2095, 0.1886, 0.1382], [1.1864, -0.2165, 0.0893], [3.3839, -0.8968, 0.0885], [-2.8099, -1.5307, -0.0366], [-2.4552, -0.2147, 0.0571], [2.1184, -1.1830, -0.0886], [0.6349, 3.0642, 0.0985], [-1.8115, 2.2468, 0.1309], [2.3194, 1.5711, -0.3650], [-0.2520, -1.7007, 0.4071], [4.0925, -1.6816, 0.0403], [-3.8661, -1.5169, -0.1898], [-2.0528, -2.1209, -0.6076]], "lowdin_charge": [-0.025, 0.089, 0.056, 0.096, -0.214, -0.200, 0.146, 0.105, -0.005, -0.042, 0.149, 0.148, 0.128, 0.093, 0.119, 0.169, 0.186], "gap_ev": [9.275, 4.990], "total_charge": 1, "homo_energy_ev": [-13.75, -12.61]}



Bottom line: Q, by a margin of 0.0819 hartree.



--- P ---
{"formula": "C18H28CrO11", "method": "ωB97M-V with the def2-TZVPD basis set", "species": ["Cr", "C", "C", "O", "O", "H", "H", "H", "O", "H", "O", "C", "O", "C", "C", "C", "H", "H", "H", "H", "H", "H", "O", "C", "O", "C", "C", "C", "H", "H", "H", "H", "H", "H", "O", "C", "O", "C", "C", "C", "H", "H", "H", "H", "H", "H", "O", "C", "O", "C", "C", "C", "H", "H", "H", "H", "H", "H"], "positions_angstrom": [[-1.4246, -0.0513, -2.9442], [-1.1277, 4.0961, -2.7060], [-1.1842, 2.5637, -2.9281], [-0.2336, 1.7372, -3.0662], [-2.2900, 1.9933, -2.8395], [-1.4765, 4.4041, -1.7203], [-1.7994, 4.5891, -3.4088], [-0.0703, 4.3284, -2.8324], [-0.8981, -0.2176, -1.0401], [-1.0873, -0.3502, -0.0908], [-4.8751, 1.5609, 2.2537], [-4.7240, 0.5082, 1.6622], [-5.6019, 0.0562, 0.7481], [-5.3914, -1.2975, 0.3618], [-4.2200, -1.7761, 1.3149], [-3.5500, -0.4802, 1.8631], [-4.9705, -1.1167, -0.6273], [-6.3309, -1.8077, 0.5743], [-3.4405, -2.2751, 0.7391], [-4.4095, -2.4148, 2.1776], [-2.6487, -0.1983, 1.3188], [-3.2520, -0.7518, 2.8758], [1.8999, -3.3992, 1.0549], [1.3724, -2.9614, 2.0671], [1.7564, -3.3981, 3.2567], [1.2701, -2.6083, 4.3458], [-0.0989, -2.1300, 3.6989], [0.3219, -1.8896, 2.2363], [1.9225, -1.7445, 4.4732], [1.3104, -3.0695, 5.3326], [-0.2871, -1.2282, 4.2816], [-0.8605, -2.8878, 3.8828], [0.6264, -0.8827, 1.9508], [-0.4654, -2.0294, 1.4956], [4.2247, 1.5556, -0.6303], [3.2056, 2.2232, -0.5169], [2.4162, 2.0179, 0.4130], [1.2681, 2.7288, 0.4368], [1.6855, 3.8809, -0.3651], [2.6601, 3.2170, -1.4392], [0.8508, 3.1225, 1.3637], [0.5633, 2.1227, -0.1323], [2.1377, 4.6042, 0.3135], [0.8092, 4.3533, -0.8090], [3.3533, 3.8685, -1.9713], [2.0108, 2.6265, -2.0857], [0.4639, -1.0714, -3.4601], [1.5505, -1.3018, -2.8855], [2.7133, -1.6400, -3.5870], [3.6948, -2.0839, -2.6661], [3.0222, -2.1628, -1.3451], [1.8012, -1.2931, -1.3923], [4.5541, -1.4215, -2.5614], [4.0362, -3.0826, -2.9381], [3.6953, -1.8868, -0.5334], [2.7368, -3.2005, -1.1724], [1.8554, -0.3235, -0.8972], [0.9291, -1.7241, -0.9006]], "mulliken_spin": [3.468, -0.006, -0.007, -0.243, -0.125, 0.000, 0.000, -0.002, -0.076, 0.011, 0.000, 0.000, 0.000, 0.000, 0.000, -0.004, 0.001, 0.000, 0.000, 0.000, 0.001, 0.000, 0.000, 0.001, 0.000, 0.000, 0.000, -0.006, 0.000, 0.000, 0.000, 0.000, 0.001, 0.004, 0.000, 0.000, 0.000, -0.005, 0.001, -0.003, 0.000, 0.006, 0.000, -0.001, 0.000, 0.002, -0.022, 0.001, 0.002, 0.000, -0.001, -0.013, 0.000, 0.000, 0.000, 0.000, 0.012, 0.005], "multiplicity": 4, "gap_ev": [5.220, 7.240], "total_charge": 1, "s_squared": 4.01, "homo_energy_ev": [-12.44, -12.44]}



--- Q ---
{"formula": "C18H28CrO11", "method": "ωB97M-V with the def2-TZVPD basis set", "species": ["Cr", "C", "C", "O", "O", "H", "H", "H", "O", "H", "O", "C", "O", "C", "C", "C", "H", "H", "H", "H", "H", "H", "O", "C", "O", "C", "C", "C", "H", "H", "H", "H", "H", "H", "O", "C", "O", "C", "C", "C", "H", "H", "H", "H", "H", "H", "O", "C", "O", "C", "C", "C", "H", "H", "H", "H", "H", "H"], "positions_angstrom": [[0.2595, -1.2014, -1.0565], [2.1092, -1.8919, -4.4829], [1.3880, -1.6409, -3.2191], [0.1324, -1.7693, -3.0949], [2.0175, -1.3238, -2.1555], [2.1747, -2.9437, -4.7510], [3.0951, -1.4340, -4.4707], [1.5727, -1.4213, -5.3151], [0.4131, 0.6025, -0.9254], [0.2678, 1.4942, -0.6083], [4.4218, 3.9914, -0.1638], [3.3647, 4.1624, 0.3607], [2.9624, 5.3812, 0.8095], [1.6463, 5.3311, 1.3661], [1.0398, 4.0472, 0.8051], [2.2730, 3.1660, 0.6444], [1.0929, 6.2144, 1.0549], [1.7065, 5.3236, 2.4566], [0.6610, 4.2523, -0.2018], [0.2145, 3.6402, 1.3867], [2.1007, 2.3115, -0.0084], [2.5761, 2.6131, 1.5496], [-0.8513, -1.2518, 0.8054], [-1.6544, -0.9765, 1.6593], [-2.1991, -1.9118, 2.4170], [-3.1277, -1.3365, 3.3597], [-3.4601, 0.0652, 2.8212], [-2.2276, 0.3703, 1.9810], [-2.6458, -1.2478, 4.3393], [-3.9701, -2.0078, 3.4780], [-3.6013, 0.8267, 3.5793], [-4.3619, 0.0195, 2.2077], [-1.4844, 0.8866, 2.6039], [-2.3418, 0.9896, 1.0961], [1.6453, -1.6729, 0.3542], [2.5497, -2.0565, 1.0574], [2.3844, -3.0835, 1.8695], [3.6261, -3.4558, 2.5004], [4.6360, -2.2891, 2.2532], [3.9463, -1.5067, 1.1300], [3.9669, -4.4082, 2.1006], [3.4106, -3.5843, 3.5568], [5.5710, -2.6765, 1.8731], [4.6495, -1.7175, 3.1727], [4.4226, -1.5803, 0.1530], [3.8349, -0.4311, 1.3016], [-1.8567, -0.9333, -1.5706], [-2.9461, -0.7897, -2.0654], [-3.7759, -1.8163, -2.2039], [-5.0748, -1.3787, -2.6945], [-4.8479, 0.0557, -3.2143], [-3.6013, 0.5032, -2.5010], [-5.7393, -1.4044, -1.8347], [-5.3874, -2.0272, -3.5035], [-5.6991, 0.7067, -3.0252], [-4.6981, 0.0600, -4.2916], [-3.7090, 1.1347, -1.6176], [-2.8719, 1.0215, -3.1286]], "mulliken_spin": [2.904, -0.002, 0.000, 0.023, -0.060, 0.001, 0.000, -0.001, 0.127, 0.009, 0.000, 0.001, 0.000, 0.000, -0.002, -0.008, 0.000, 0.000, -0.001, 0.001, 0.006, 0.000, 0.001, 0.006, 0.000, 0.000, 0.001, 0.001, 0.000, 0.000, 0.000, 0.000, 0.000, 0.001, -0.029, 0.005, 0.005, 0.000, 0.001, 0.000, 0.000, 0.000, 0.000, 0.000, 0.001, 0.001, 0.001, 0.003, 0.000, 0.000, 0.000, 0.002, 0.000, 0.000, 0.000, 0.000, 0.000, 0.000], "multiplicity": 4, "gap_ev": [8.563, 9.737], "total_charge": 1, "s_squared": 3.78, "homo_energy_ev": [-12.07, -12.07]}



Bottom line: Q, by a margin of 0.2078 hartree.